Record 1
This record from OMol25 describes a cluster of 16 separate species, C68H73Cl14N9O18 in total. The level of theory is wB97M-V/def2-TZVPD.

Structure (XYZ):
```
182
C68H73Cl14N9O18 (wB97M-V/def2-TZVPD)
Cl 1.855 -5.076 -3.721
C 0.440 -5.279 -4.801
C -0.294 -3.960 -4.880
Cl -0.856 -3.392 -3.253
H -0.246 -6.041 -4.431
H 0.889 -5.509 -5.767
H -1.191 -4.027 -5.496
H 0.340 -3.212 -5.355
Cl 3.573 -0.004 6.192
C 2.061 -0.847 6.317
C 2.194 -2.328 5.990
Cl 3.462 -3.269 6.838
H 1.395 -0.376 5.594
H 1.707 -0.615 7.321
H 2.422 -2.446 4.930
H 1.190 -2.737 6.102
Cl 1.297 5.327 5.696
C 1.274 3.560 5.947
C 0.660 3.320 7.349
Cl 1.943 3.574 8.611
H 2.306 3.210 5.917
H 0.739 3.002 5.178
H 0.171 2.355 7.487
H -0.031 4.158 7.440
Cl -2.271 0.456 5.543
C -1.849 -1.140 5.129
C -1.972 -2.052 6.404
Cl -0.840 -1.572 7.671
H -0.848 -1.128 4.699
H -2.590 -1.392 4.370
H -1.680 -3.071 6.151
H -2.945 -2.122 6.891
Cl 3.115 3.451 -1.245
C 2.844 2.223 -0.090
C 2.492 2.763 1.300
Cl 0.846 3.486 1.250
H 3.760 1.632 -0.079
H 2.206 1.453 -0.524
H 3.140 3.555 1.676
H 2.521 1.909 1.976
Cl 3.879 0.144 -6.469
C 2.321 0.872 -5.948
C 1.659 -0.087 -5.034
Cl 0.047 0.483 -4.676
H 1.721 1.132 -6.820
H 2.456 1.890 -5.581
H 2.184 -0.301 -4.103
H 1.600 -1.092 -5.452
Cl 2.698 -3.102 1.219
C 4.202 -2.687 0.324
C 4.033 -3.003 -1.212
Cl 2.976 -1.894 -2.008
H 4.865 -3.458 0.716
H 4.486 -1.660 0.553
H 3.665 -4.016 -1.374
H 5.041 -2.958 -1.625
C -4.093 2.020 -3.187
C -5.209 1.990 -2.355
C -6.412 1.303 -2.713
C -6.433 0.613 -3.920
C -5.240 0.586 -4.677
C -4.024 1.273 -4.293
N -7.676 -0.039 -4.441
O -8.445 -0.370 -3.550
O -7.788 -0.321 -5.663
H -3.350 2.732 -2.859
H -5.186 2.552 -1.433
H -7.174 1.432 -1.959
H -5.207 0.152 -5.666
H -3.316 1.536 -5.065
C -3.787 -2.565 -1.446
C -3.047 -2.607 -0.286
C -3.423 -1.889 0.784
C -4.607 -1.059 0.730
C -5.328 -0.945 -0.498
C -4.846 -1.687 -1.563
N -4.956 -0.231 1.889
O -5.856 0.618 1.850
O -4.339 -0.483 2.914
H -3.423 -3.175 -2.260
H -2.123 -3.166 -0.301
H -2.674 -1.847 1.560
H -6.259 -0.419 -0.644
H -5.356 -1.682 -2.516
C -1.285 4.755 -2.813
C -1.739 5.369 -4.028
C -0.978 5.409 -5.188
C 0.335 4.891 -5.216
C 0.766 4.231 -3.989
C -0.030 4.209 -2.834
N 1.122 4.850 -6.489
O 0.697 5.470 -7.528
O 2.116 4.114 -6.454
H -1.960 4.729 -1.971
H -2.725 5.805 -3.967
H -1.347 5.816 -6.117
H 1.705 3.698 -3.967
H 0.372 3.716 -1.961
C 8.914 -2.518 6.742
C 8.876 -3.433 5.695
C 7.752 -3.370 4.877
C 6.749 -2.412 5.056
C 6.862 -1.380 6.032
C 7.968 -1.490 6.871
N 5.613 -2.338 4.154
O 5.242 -3.314 3.515
O 5.182 -1.205 3.846
H 9.791 -2.542 7.373
H 9.607 -4.223 5.608
H 7.700 -4.130 4.111
H 6.123 -0.619 6.237
H 8.117 -0.792 7.682
C 5.767 2.007 3.044
C 5.924 3.426 3.131
C 6.231 4.104 1.901
C 6.400 3.433 0.695
C 6.296 2.065 0.620
C 5.886 1.367 1.800
N 6.885 4.122 -0.524
O 7.226 5.269 -0.394
O 6.931 3.473 -1.644
H 5.605 1.405 3.926
H 5.770 3.982 4.044
H 6.359 5.176 1.938
H 6.279 1.493 -0.297
H 5.567 0.336 1.784
C -2.499 3.771 3.828
C -1.992 4.868 3.145
C -2.687 5.419 2.044
C -3.877 4.820 1.582
C -4.416 3.779 2.320
C -3.692 3.214 3.376
N -4.637 5.309 0.414
O -3.989 6.084 -0.318
O -5.780 5.008 0.191
H -1.990 3.292 4.651
H -1.040 5.215 3.519
H -2.189 6.176 1.457
H -5.292 3.219 2.027
H -4.064 2.330 3.872
C -1.619 -6.352 -0.784
C -2.505 -6.514 0.302
C -2.254 -5.752 1.472
C -1.085 -4.997 1.541
C -0.184 -4.944 0.514
C -0.435 -5.657 -0.633
N -0.831 -4.096 2.675
O -1.762 -3.564 3.119
O 0.300 -3.830 2.931
H -1.807 -6.833 -1.733
H -3.413 -7.055 0.079
H -3.053 -5.704 2.197
H 0.693 -4.313 0.497
H 0.238 -5.529 -1.468
C -1.365 0.394 -1.326
C -0.351 -0.503 -1.019
C 0.096 -0.582 0.259
C -0.405 0.320 1.202
C -1.378 1.223 0.886
C -1.919 1.212 -0.357
N 0.170 0.314 2.587
O -0.264 1.121 3.366
O 1.053 -0.442 2.850
H -1.672 0.425 -2.361
H 0.040 -1.156 -1.785
H 0.851 -1.320 0.487
H -1.728 1.938 1.615
H -2.745 1.804 -0.720
C -2.788 -0.653 -7.395
C -3.823 -0.747 -8.293
C -4.702 -1.824 -8.083
C -4.457 -2.757 -7.084
C -3.479 -2.507 -6.140
C -2.723 -1.375 -6.237
N -5.160 -4.043 -7.112
O -6.062 -4.219 -7.996
O -4.854 -4.877 -6.305
H -1.998 0.059 -7.582
H -3.879 -0.183 -9.212
H -5.449 -2.022 -8.837
H -3.388 -3.139 -5.269
H -1.920 -1.205 -5.535
```

Properties
gap between HOMO and LUMO	8.892	eV
E_tot	-10923.89102	Eh

=====

Record 2
This record from OMol25 describes a structure of composition C68H80N3O5SnTe. The level of theory is wB97M-V/def2-TZVPD.

Structure (XYZ):
```
158
C68H80N3O5SnTe (wB97M-V/def2-TZVPD)
Sn 1.886 -1.126 -0.463
C 3.401 1.786 1.067
O 2.166 1.176 0.748
C 1.096 1.882 1.321
C 0.577 2.992 0.654
C 0.915 3.285 -0.792
C -0.202 2.760 -1.665
C -1.376 3.483 -1.827
C -2.437 2.995 -2.576
C -2.315 1.713 -3.093
C -1.178 0.943 -2.926
C -1.206 -0.492 -3.395
C -2.009 -1.296 -2.400
C -3.392 -1.241 -2.431
C -4.166 -1.910 -1.498
C -3.512 -2.526 -0.437
C -2.131 -2.650 -0.393
C -1.482 -3.349 0.771
C -1.387 -2.420 1.963
C -2.338 -2.424 2.968
C -2.240 -1.591 4.079
C -1.145 -0.742 4.152
C -0.177 -0.706 3.162
C 0.993 0.243 3.262
C 0.624 1.536 2.586
C -0.259 2.396 3.221
C -0.683 3.586 2.643
C -0.301 3.828 1.332
C -1.488 4.585 3.458
C -2.769 3.925 3.976
C -0.614 5.027 4.641
C -1.882 5.830 2.655
C -0.294 -1.545 2.050
O 0.636 -1.548 1.090
C -3.300 -1.659 5.170
C -3.262 -3.057 5.800
C -3.074 -0.617 6.269
C -4.684 -1.400 4.557
C -1.392 -2.104 -1.443
O -0.059 -2.488 -1.667
C -0.044 -3.590 -2.557
C -5.670 -2.039 -1.652
C -5.980 -3.531 -1.847
C -6.365 -1.513 -0.394
C -6.217 -1.275 -2.862
C -0.084 1.500 -2.257
O 1.101 0.825 -2.154
C -3.734 3.751 -2.818
C -4.893 2.962 -2.191
C -3.727 5.150 -2.197
C -3.969 3.899 -4.330
H 3.571 1.769 2.148
H 3.433 2.824 0.719
H 4.177 1.205 0.566
H 1.843 2.789 -1.079
H 1.029 4.364 -0.925
H -1.440 4.452 -1.360
H -3.139 1.289 -3.642
H -0.198 -0.910 -3.446
H -1.666 -0.548 -4.386
H -3.865 -0.701 -3.232
H -4.077 -2.974 0.365
H -0.468 -3.648 0.491
H -2.066 -4.230 1.046
H -3.175 -3.102 2.884
H -1.025 -0.090 5.002
H 1.861 -0.214 2.782
H 1.219 0.426 4.313
H -0.585 2.129 4.214
H -0.655 4.712 0.828
H -2.547 3.046 4.570
H -3.402 3.623 3.145
H -3.325 4.622 4.597
H -0.374 4.181 5.279
H -1.132 5.771 5.241
H 0.317 5.458 4.281
H -2.509 5.567 1.805
H -1.006 6.370 2.300
H -2.453 6.503 3.293
H -2.282 -3.251 6.230
H -3.457 -3.824 5.057
H -4.009 -3.147 6.585
H -2.130 -0.782 6.784
H -3.871 -0.676 7.007
H -3.081 0.387 5.852
H -4.946 -2.166 3.834
H -4.692 -0.437 4.052
H -5.447 -1.392 5.333
H -0.632 -3.369 -3.453
H -0.463 -4.479 -2.077
H 0.990 -3.780 -2.830
H -5.643 -4.111 -0.992
H -5.474 -3.904 -2.737
H -7.049 -3.686 -1.970
H -6.049 -2.063 0.485
H -7.443 -1.614 -0.488
H -6.127 -0.462 -0.248
H -5.818 -1.668 -3.796
H -5.998 -0.211 -2.794
H -7.299 -1.385 -2.894
H -4.725 2.824 -1.125
H -5.003 1.980 -2.642
H -5.823 3.508 -2.333
H -3.604 5.094 -1.117
H -4.678 5.639 -2.404
H -2.932 5.757 -2.623
H -4.088 2.933 -4.813
H -3.128 4.414 -4.790
H -4.871 4.481 -4.518
N 4.154 -1.540 0.950
C 4.966 -1.512 1.762
C 6.001 -1.496 2.710
C 7.098 -2.340 2.511
C 8.130 -2.341 3.427
C 8.071 -1.510 4.536
C 6.984 -0.672 4.733
C 5.941 -0.659 3.827
H 7.123 -2.982 1.645
H 8.980 -2.987 3.277
H 8.875 -1.522 5.253
H 6.948 -0.022 5.593
H 5.087 -0.015 3.972
C 7.580 2.385 -5.844
C 6.319 2.072 -5.108
C 5.197 2.883 -5.187
C 3.985 2.505 -4.626
C 2.817 3.437 -4.725
C 3.894 1.268 -3.971
Te 2.019 0.227 -3.895
C 5.052 0.510 -3.761
C 5.077 -0.759 -2.961
C 6.242 0.922 -4.339
H 7.512 3.332 -6.368
H 7.780 1.599 -6.573
H 8.425 2.418 -5.161
H 5.254 3.806 -5.744
H 2.996 4.209 -5.470
H 2.654 3.925 -3.762
H 1.901 2.897 -4.982
H 4.172 -0.878 -2.361
H 5.936 -0.755 -2.291
H 5.182 -1.617 -3.625
H 7.121 0.305 -4.227
N 1.165 -6.414 1.136
C 2.162 -6.847 0.336
O 2.577 -7.983 0.361
C 2.696 -5.831 -0.629
C 3.231 -6.284 -1.833
C 3.676 -5.358 -2.760
C 3.543 -4.012 -2.454
N 3.090 -3.573 -1.286
C 2.699 -4.464 -0.387
H 0.767 -7.063 1.794
H 0.825 -5.470 1.126
H 3.281 -7.347 -2.005
H 4.089 -5.669 -3.708
H 3.808 -3.244 -3.170
H 2.389 -4.045 0.561
```

Properties
gap between HOMO and LUMO	7.030	eV
total charge	+1
E_tot	-3661.85889	Eh

=====

Number 1: maximum force 5.222 eV/A. Number 2: maximum force 1.202 eV/A.